A.
The following is a quantum chemistry calculation of an isolated molecule of C3H5NS, from the Open Molecules 2025 dataset.

Summary:
multiplicity = 1
gap between HOMO and LUMO (spin up / spin down) = 8.23 / 6.42 eV
net charge = 0
LUMO energy (spin up / spin down) = -0.13 / -1.13 eV

Last column: natural (NBO) charge in e.
Atoms and positions in Å:
C  0.954  -0.419  0.528  -0.309
C  1.439  -1.411  -0.065  -0.112
C  -0.142  0.602  -0.389  -0.220
N  -1.330  0.751  0.184  -0.617
S  -2.647  -0.362  -0.010  -0.008
H  0.965  -0.035  1.455  0.209
H  1.620  -2.125  -0.869  0.226
H  0.701  1.325  -0.272  0.228
H  -0.228  0.268  -1.465  0.219
H  -1.332  1.404  0.903  0.384


B.
The following is a quantum chemistry calculation of C3H5NS as an isolated structure, from the Open Molecules 2025 dataset.

Summary:
multiplicity = 1
gap between HOMO and LUMO = 9.19 eV
net charge = 0
LUMO energy = 0.76 eV

Last column: natural (NBO) charge in e.
Atoms and positions in Å:
C  0.664  0.824  0.157  -0.604
C  0.281  -0.781  0.233  -0.460
C  -0.982  -0.636  -0.728  0.049
H  1.243  1.095  -0.565  0.198
H  1.157  1.224  1.165  0.226
H  1.397  -1.613  0.219  0.236
H  0.014  -0.906  1.303  0.220
H  -1.466  -1.500  -0.800  0.178
N  -1.627  0.494  -0.745  -0.503
S  -0.680  1.799  -0.237  0.461


Which is the most stable structure? B is the most stable.


A.
The following is a quantum chemistry calculation of an isolated molecule of C3H5NS, from the Open Molecules 2025 dataset.

Summary:
multiplicity = 1
gap between HOMO and LUMO = 8.15 eV
structure (SMILES) = C=CC(N)=S
net charge = 0
LUMO energy = -0.31 eV

Last column: natural (NBO) charge in e.
Atoms and positions in Å:
C  -1.151  -0.951  0.252  -0.345
C  -0.491  0.027  0.856  -0.271
C  0.359  0.832  0.012  0.077
N  0.802  0.342  -1.158  -0.792
S  0.723  2.408  0.391  -0.123
H  -1.627  -1.607  1.028  0.209
H  -1.043  -1.250  -0.819  0.218
H  -0.460  0.142  1.886  0.234
H  1.815  0.823  -1.356  0.417
H  1.074  -0.766  -1.092  0.376


B.
The following is a quantum chemistry calculation of an isolated molecule of C3H5NS, from the Open Molecules 2025 dataset.

Summary:
multiplicity = 1
gap between HOMO and LUMO = 8.39 eV
structure (SMILES) = C=CC(N)=S
net charge = 0
LUMO energy = -0.02 eV

Last column: natural (NBO) charge in e.
Atoms and positions in Å:
C  1.376  0.395  0.498  -0.354
C  0.137  0.896  0.344  -0.243
C  -0.979  0.062  -0.200  0.053
N  -0.670  -1.158  -0.637  -0.759
S  -2.431  0.774  -0.379  -0.118
H  2.101  1.004  0.992  0.211
H  1.707  -0.544  0.109  0.177
H  -0.226  1.827  0.850  0.243
H  -1.315  -1.844  -0.894  0.408
H  0.301  -1.413  -0.683  0.382


Which is the most stable structure? B is the most stable.


A.
The following is a quantum chemistry calculation of an isolated molecule of C22H31N7, from the Open Molecules 2025 dataset.

Summary:
multiplicity = 1
gap between HOMO and LUMO = 8.83 eV
structure (SMILES) = c1c/c(=N\C2CN(C3CCCCC3)C2)[nH]c(N2CCn3nc4c(c3C2)CCC4)n1
net charge = 0
LUMO energy = 0.76 eV

Last column: natural (NBO) charge in e.
Atoms and positions in Å:
C  -0.036  -3.930  -1.878  0.062
C  -0.415  -2.643  -2.016  -0.363
C  0.280  -1.618  -1.265  0.404
N  0.106  -0.359  -1.212  -0.514
C  -0.967  0.184  -2.008  -0.073
C  -2.401  -0.092  -1.486  -0.236
N  -2.409  1.237  -0.858  -0.422
C  -3.626  2.013  -0.943  -0.035
C  -4.748  1.328  -0.169  -0.405
C  -6.035  2.147  -0.216  -0.395
C  -5.806  3.564  0.304  -0.396
C  -4.673  4.252  -0.454  -0.395
C  -3.394  3.421  -0.406  -0.405
C  -1.266  1.658  -1.685  -0.215
N  1.333  -2.148  -0.502  -0.584
C  1.584  -3.474  -0.371  0.617
N  2.662  -3.876  0.449  -0.438
C  3.936  -3.991  -0.271  -0.225
C  4.497  -2.649  -0.726  -0.235
N  4.438  -1.715  0.379  -0.169
N  5.048  -0.511  0.297  -0.264
C  4.615  0.123  1.368  0.150
C  3.721  -0.636  2.136  -0.142
C  3.619  -1.830  1.465  0.106
C  2.842  -3.097  1.679  -0.248
C  3.267  0.121  3.346  -0.414
C  3.696  1.572  2.983  -0.378
C  4.865  1.470  1.968  -0.433
N  0.953  -4.386  -1.037  -0.516
H  -0.536  -4.708  -2.443  0.200
H  -1.221  -2.365  -2.679  0.229
H  -0.823  -0.023  -3.073  0.183
H  -3.126  -0.184  -2.309  0.170
H  -2.524  -0.932  -0.798  0.197
H  -3.945  2.099  -2.004  0.149
H  -4.920  0.326  -0.570  0.206
H  -4.416  1.207  0.867  0.204
H  -6.397  2.197  -1.249  0.192
H  -6.815  1.652  0.366  0.208
H  -6.725  4.150  0.225  0.206
H  -5.550  3.519  1.369  0.193
H  -4.974  4.396  -1.498  0.192
H  -4.490  5.246  -0.042  0.208
H  -3.040  3.333  0.627  0.204
H  -2.600  3.910  -0.976  0.208
H  -0.478  2.193  -1.155  0.204
H  -1.572  2.223  -2.577  0.167
H  1.867  -1.461  0.017  0.437
H  4.639  -4.477  0.410  0.206
H  3.793  -4.647  -1.128  0.232
H  5.535  -2.753  -1.041  0.227
H  3.926  -2.252  -1.570  0.205
H  1.865  -2.872  2.107  0.227
H  3.361  -3.740  2.394  0.221
H  2.196  0.056  3.540  0.218
H  3.781  -0.226  4.247  0.208
H  2.855  2.071  2.498  0.207
H  3.960  2.154  3.865  0.209
H  5.835  1.495  2.471  0.214
H  4.853  2.277  1.236  0.227


B.
The following is a quantum chemistry calculation of an isolated molecule of C22H31N7, from the Open Molecules 2025 dataset.

Summary:
multiplicity = 1
gap between HOMO and LUMO = 8.60 eV
structure (SMILES) = c1c/c(=N\C2CN(C3CCCCC3)C2)[nH]c(N2CCn3nc4c(c3C2)CCC4)n1
net charge = 0
LUMO energy = 0.65 eV

Last column: natural (NBO) charge in e.
Atoms and positions in Å:
C  -3.055  -1.149  -0.703  0.082
C  -2.421  0.006  -0.405  -0.394
C  -0.991  -0.017  -0.195  0.414
N  -0.174  0.913  0.104  -0.523
C  -0.724  2.237  0.269  -0.072
C  -1.492  2.475  1.593  -0.236
N  -0.274  3.063  2.171  -0.422
C  -0.425  4.240  2.998  -0.035
C  -1.200  3.902  4.267  -0.405
C  -1.339  5.121  5.174  -0.395
C  0.027  5.710  5.518  -0.396
C  0.811  6.043  4.251  -0.395
C  0.941  4.819  3.348  -0.405
C  0.300  3.238  0.826  -0.215
N  -0.447  -1.304  -0.333  -0.575
C  -1.168  -2.404  -0.658  0.634
N  -0.504  -3.602  -0.729  -0.410
C  -1.278  -4.789  -1.079  -0.225
C  -1.419  -4.921  -2.587  -0.224
N  -0.105  -4.773  -3.182  -0.156
N  0.119  -5.111  -4.469  -0.265
C  1.357  -4.709  -4.680  0.145
C  1.937  -4.104  -3.559  -0.145
C  0.958  -4.154  -2.599  0.131
C  0.883  -3.706  -1.168  -0.235
C  3.350  -3.688  -3.836  -0.414
C  3.391  -3.757  -5.390  -0.377
C  2.305  -4.772  -5.836  -0.432
N  -2.458  -2.371  -0.858  -0.590
H  -4.129  -1.152  -0.853  0.198
H  -2.965  0.933  -0.307  0.228
H  -1.245  2.569  -0.633  0.183
H  -2.304  3.208  1.473  0.170
H  -1.873  1.589  2.106  0.198
H  -0.995  5.017  2.445  0.149
H  -2.185  3.505  4.008  0.207
H  -0.661  3.104  4.789  0.204
H  -1.941  5.883  4.668  0.192
H  -1.878  4.851  6.085  0.208
H  -0.088  6.600  6.140  0.206
H  0.593  4.981  6.109  0.193
H  0.294  6.841  3.708  0.192
H  1.801  6.428  4.505  0.208
H  1.520  4.039  3.853  0.204
H  1.482  5.077  2.434  0.208
H  1.348  2.955  0.724  0.203
H  0.144  4.252  0.429  0.166
H  0.527  -1.364  -0.082  0.419
H  -0.742  -5.650  -0.674  0.201
H  -2.257  -4.727  -0.615  0.252
H  -1.813  -5.899  -2.860  0.222
H  -2.090  -4.151  -2.970  0.219
H  1.406  -2.758  -1.071  0.218
H  1.399  -4.420  -0.519  0.215
H  3.607  -2.693  -3.471  0.214
H  4.064  -4.390  -3.395  0.206
H  3.132  -2.774  -5.786  0.203
H  4.381  -4.011  -5.767  0.209
H  2.719  -5.778  -5.939  0.213
H  1.851  -4.504  -6.790  0.225


Which is the most stable structure? B is the most stable.


A.
The following is a quantum chemistry calculation of a 4-piece molecular cluster, C5H18N2O4 overall, from the Open Molecules 2025 dataset.

Summary:
multiplicity = 1
gap between HOMO and LUMO = 10.11 eV
structure (SMILES) = C[C@@H](N)CNCC=O.O.O.O
net charge = 0
LUMO energy = 0.55 eV

Last column: natural (NBO) charge in e.
Atoms and positions in Å:
C  -2.425  -0.326  -1.232  -0.626
C  -1.117  -1.029  -0.752  -0.065
N  -0.366  -1.760  -1.793  -0.855
C  -0.234  -0.043  -0.022  -0.251
N  0.935  -0.803  0.562  -0.672
C  0.850  -0.850  2.065  -0.348
C  1.007  0.607  2.517  0.418
O  0.332  1.030  3.417  -0.534
H  -2.828  0.277  -0.400  0.247
H  -3.080  -1.083  -1.632  0.210
H  -2.193  0.354  -2.048  0.203
H  -1.440  -1.846  -0.108  0.178
H  -0.704  -1.579  -2.731  0.371
H  0.612  -1.540  -1.842  0.354
H  -0.609  0.619  0.755  0.220
H  0.212  0.683  -0.712  0.179
H  0.876  -1.772  0.275  0.373
H  -0.124  -1.103  2.475  0.203
H  1.803  -1.318  2.312  0.231
H  1.700  1.170  1.855  0.155
O  3.125  1.403  0.262  -0.971
H  3.171  1.930  -0.534  0.484
H  2.705  0.570  0.165  0.488
O  -2.775  1.696  0.897  -0.932
H  -2.658  1.006  1.571  0.465
H  -2.735  2.417  1.553  0.478
O  1.825  0.605  -2.609  -0.936
H  2.755  0.410  -2.452  0.468
H  1.378  0.274  -1.816  0.462


B.
The following is a quantum chemistry calculation of a 4-piece molecular cluster, C5H18N2O4 overall, from the Open Molecules 2025 dataset.

Summary:
multiplicity = 1
gap between HOMO and LUMO = 9.02 eV
structure (SMILES) = CC[C@@H](N)CNC=O.O.O.O
net charge = 0
LUMO energy = 0.39 eV

Last column: natural (NBO) charge in e.
Atoms and positions in Å:
C  0.012  1.318  2.265  -0.638
C  1.184  0.822  1.485  -0.424
C  0.862  0.146  0.079  -0.040
N  -0.341  0.747  -0.457  -0.863
C  1.866  0.092  -1.119  -0.214
N  1.841  -1.240  -1.724  -0.663
C  1.919  -1.373  -3.134  0.538
O  1.074  -0.881  -3.830  -0.546
H  -0.903  0.748  2.029  0.203
H  -0.115  2.370  2.080  0.211
H  -0.188  1.225  3.347  0.229
H  1.882  1.689  1.335  0.194
H  1.832  0.118  2.135  0.194
H  0.708  -0.894  0.461  0.186
H  -0.290  1.663  -0.858  0.370
H  -1.154  0.564  0.124  0.364
H  2.862  0.061  -0.643  0.180
H  1.778  0.979  -1.777  0.227
H  2.288  -2.004  -1.227  0.383
H  2.794  -1.936  -3.487  0.106
O  -3.677  3.100  0.262  -0.933
H  -2.935  2.494  0.416  0.471
H  -4.313  2.387  0.100  0.463
O  -3.527  1.487  2.448  -0.962
H  -3.930  2.340  2.645  0.489
H  -4.126  0.795  2.747  0.474
O  0.827  -4.499  1.672  -0.938
H  1.248  -4.918  2.428  0.469
H  0.068  -4.029  2.045  0.469


Which is the most stable structure? A is the most stable.